{
  "formula": "C6H11NO2",
  "method": "ωB97M-V/def2-TZVPD",
  "de_lowest_kcal_mol": 102.4,
  "lumo_ev": 0.704,
  "homo_lumo_gap_ev": 7.938,
  "total_energy_ev": -11981.8257,
  "elements": ["C", "C", "O", "C", "O", "H", "H", "H", "H", "C", "C", "N", "C", "H", "H", "H", "H", "H", "H", "H"],
  "coordinates": [[1.894, -0.450, 1.082], [0.478, -0.338, 1.570], [-0.263, -1.489, 1.799], [0.019, 0.869, 1.970], [-0.339, 1.630, 2.803], [1.979, 0.110, 0.151], [2.161, -1.489, 0.893], [2.565, 0.059, 1.770], [-1.046, -1.304, 2.327], [0.635, -0.986, -2.093], [-0.213, -0.538, -1.148], [-0.485, 0.853, -0.833], [-1.889, 1.241, -0.823], [1.318, -0.349, -2.632], [0.798, -2.042, -2.216], [-0.949, -1.206, -0.717], [0.063, 1.456, -1.440], [-2.410, 0.983, -1.752], [-1.960, 2.320, -0.689], [-2.358, 0.670, -0.023]]
}

=====

{
  "formula": "C38H47F4N7O2PS2Ti",
  "method": "ωB97M-V/def2-TZVPD",
  "de_lowest_kcal_mol": 0.0,
  "total_charge": -1,
  "lumo_ev": [2.604, 2.600],
  "multiplicity": 3,
  "homo_lumo_gap_ev": [5.156, 6.707],
  "s2": 2.01,
  "total_energy_ev": -119643.7379,
  "elements": ["Ti", "C", "C", "C", "C", "C", "N", "C", "C", "C", "C", "C", "C", "C", "N", "C", "C", "C", "N", "C", "C", "N", "C", "C", "C", "N", "H", "H", "H", "H", "H", "H", "H", "H", "H", "H", "H", "H", "H", "H", "H", "H", "H", "H", "C", "C", "N", "C", "C", "C", "C", "N", "C", "C", "F", "C", "F", "C", "C", "F", "C", "F", "H", "H", "H", "H", "H", "H", "H", "H", "H", "H", "H", "H", "H", "H", "H", "C", "C", "C", "O", "P", "S", "S", "O", "C", "C", "C", "H", "H", "H", "H", "H", "H", "H", "H", "H", "H", "H", "H", "H", "H"],
  "coordinates": [[-0.021, 0.176, 0.005], [-4.791, -0.182, 4.852], [-3.540, 0.324, 4.154], [-3.387, 1.722, 3.910], [-2.334, 2.149, 3.111], [-1.357, 1.245, 2.546], [-0.490, 1.567, 1.534], [-0.174, 2.929, 1.398], [0.342, 3.712, 2.443], [0.835, 4.996, 2.275], [0.808, 5.592, 1.024], [1.556, 6.890, 0.809], [0.187, 4.868, -0.028], [-0.362, 3.613, 0.193], [-0.983, 2.923, -0.917], [-1.815, 3.545, -1.759], [-1.859, 2.836, -2.939], [-1.034, 1.711, -2.695], [-0.502, 1.810, -1.498], [-1.499, -0.124, 2.924], [-2.611, -0.558, 3.638], [-0.470, -1.072, 2.720], [-0.097, -2.035, 3.618], [0.861, -2.806, 3.075], [0.963, -2.319, 1.725], [0.181, -1.271, 1.555], [-4.631, -0.183, 5.960], [-5.043, -1.222, 4.560], [-5.697, 0.435, 4.647], [-4.113, 2.427, 4.247], [-2.327, 3.234, 2.906], [0.402, 3.283, 3.454], [1.246, 5.506, 3.129], [1.409, 7.320, -0.166], [2.642, 6.723, 0.879], [1.298, 7.647, 1.523], [0.108, 5.257, -1.042], [-2.452, 4.330, -1.372], [-2.521, 3.021, -3.759], [-0.851, 0.893, -3.354], [-2.773, -1.627, 3.820], [-0.462, -2.029, 4.598], [1.303, -3.706, 3.489], [1.623, -2.668, 0.965], [4.574, -1.801, 0.343], [4.443, -1.457, -1.119], [3.083, -1.575, -1.680], [2.838, -2.699, -2.547], [3.074, -4.052, -1.852], [2.580, -0.400, -2.445], [2.671, 0.934, -1.716], [2.111, 0.835, -0.366], [2.656, 1.756, 0.471], [2.709, 1.457, 1.846], [2.150, 0.279, 2.238], [3.421, 2.194, 2.700], [3.393, 1.738, 3.970], [3.997, 3.409, 2.314], [3.883, 3.777, 0.997], [4.364, 4.965, 0.560], [3.195, 3.012, 0.081], [2.965, 3.542, -1.153], [5.610, -1.689, 0.693], [4.329, -2.824, 0.504], [3.943, -1.139, 0.964], [5.175, -2.102, -1.663], [4.869, -0.461, -1.305], [3.428, -2.612, -3.463], [1.825, -2.634, -2.907], [2.635, -4.905, -2.415], [2.550, -3.996, -0.886], [4.095, -4.307, -1.605], [1.593, -0.659, -2.796], [3.227, -0.266, -3.386], [2.136, 1.627, -2.311], [3.722, 1.269, -1.620], [4.570, 4.002, 3.018], [-4.648, -0.849, -3.430], [-3.296, -1.513, -3.380], [-3.040, -2.432, -4.541], [-3.146, -2.295, -2.230], [-2.116, -1.913, -1.048], [-2.768, -0.442, 0.072], [-0.367, -1.728, -1.899], [-2.256, -3.260, -0.163], [-2.055, -4.658, -0.534], [-3.373, -5.257, -0.966], [-0.934, -4.862, -1.512], [-4.808, -0.198, -4.311], [-4.728, -0.137, -2.580], [-5.460, -1.570, -3.368], [-2.468, -0.780, -3.322], [-3.693, -3.307, -4.417], [-1.988, -2.746, -4.579], [-3.303, -1.937, -5.508], [-1.811, -5.160, 0.427], [-3.736, -4.963, -1.954], [-4.104, -5.029, -0.137], [-3.265, -6.326, -0.919], [-1.258, -4.639, -2.539], [-0.664, -5.900, -1.477], [-0.095, -4.200, -1.302]]
}

=====

Calculated maximum force in order - 0.061, 0.049 Eh/bohr